Record 1
ORCA calculation (ωB97M-V/def2-TZVPD) on a structure of composition C29H32AsO2STc at a distorted geometry.

Calculated values
LUMO (alpha / beta) = -11.02 / -11.47 eV
2S+1 = 4
molar mass = 617.562 g mol⁻¹
<S²> = 3.808
gap between HOMO and LUMO (alpha / beta) = 5.755 / 5.568 eV
charge = +3
DFT total energy = -3988.39655 hartree

Last column: Löwdin charge in e.
Positions of all 66 atoms, in Å:
Tc (0.416, -0.107, 0.225)  1.191
C (0.634, -1.020, 3.832)  -0.020
C (1.069, 0.107, 2.954)  -0.277
C (0.715, 1.438, 3.252)  0.002
C (1.240, 2.496, 2.535)  -0.012
C (2.148, 2.271, 1.489)  -0.035
C (2.550, 0.979, 1.193)  -0.127
C (1.993, -0.114, 1.907)  -0.210
H (0.674, -1.981, 3.322)  0.075
H (-0.363, -0.863, 4.242)  0.101
H (1.323, -1.075, 4.681)  0.122
H (0.068, 1.632, 4.100)  0.144
H (0.988, 3.512, 2.811)  0.138
H (2.581, 3.118, 0.971)  0.134
H (3.368, 0.802, 0.502)  0.128
H (2.474, -1.087, 1.842)  0.136
S (-0.415, -2.157, 0.342)  0.725
C (-0.990, -3.300, -0.888)  -0.619
C (-0.637, -4.624, -0.635)  -0.090
C (-1.047, -5.624, -1.503)  -0.012
C (-1.842, -5.320, -2.597)  -0.009
C (-2.202, -4.003, -2.850)  -0.063
C (-1.791, -2.986, -1.998)  -0.401
As (-2.430, -1.192, -2.328)  1.462
C (-4.083, -1.041, -1.350)  -0.378
C (-4.888, 0.082, -1.573)  -0.133
C (-6.111, 0.184, -0.938)  -0.038
C (-6.504, -0.802, -0.035)  -0.013
C (-5.681, -1.894, 0.219)  -0.032
C (-4.459, -2.014, -0.421)  -0.079
C (-2.764, -1.105, -4.228)  -0.379
C (-4.009, -0.759, -4.760)  -0.072
C (-4.176, -0.781, -6.134)  -0.028
C (-3.107, -1.083, -6.971)  -0.008
C (-1.859, -1.397, -6.437)  -0.038
C (-1.680, -1.386, -5.068)  -0.114
H (-0.035, -4.866, 0.232)  0.117
H (-0.739, -6.645, -1.317)  0.134
H (-2.193, -6.113, -3.244)  0.133
H (-2.824, -3.773, -3.706)  0.119
H (-4.566, 0.865, -2.253)  0.107
H (-6.762, 1.025, -1.137)  0.126
H (-7.445, -0.701, 0.489)  0.130
H (-5.995, -2.660, 0.915)  0.127
H (-3.827, -2.870, -0.223)  0.105
H (-4.848, -0.525, -4.120)  0.099
H (-5.147, -0.556, -6.554)  0.129
H (-3.243, -1.061, -8.044)  0.131
H (-1.037, -1.643, -7.095)  0.125
H (-0.707, -1.618, -4.647)  0.103
C (-1.829, 2.087, 0.624)  -0.006
O (-0.621, 1.731, -0.090)  -0.372
C (-0.617, 2.193, -1.456)  -0.142
C (0.676, 1.753, -2.095)  -0.145
O (0.764, 0.320, -1.938)  -0.367
C (1.904, -0.256, -2.617)  -0.024
H (-1.990, 3.163, 0.559)  0.120
H (-1.683, 1.805, 1.664)  0.093
H (-2.691, 1.563, 0.206)  0.095
H (-1.468, 1.755, -1.986)  0.117
H (-0.711, 3.280, -1.474)  0.159
H (0.673, 2.012, -3.156)  0.158
H (1.537, 2.229, -1.616)  0.139
H (1.841, -0.038, -3.683)  0.112
H (1.868, -1.331, -2.456)  0.102
H (2.839, 0.151, -2.229)  0.105

Record 2
ORCA calculation (ωB97M-V/def2-TZVPD) on a structure of composition C45H58BrN4O4S2Zr at a distorted geometry.

Calculated values
LUMO = 1.83 eV
2S+1 = 1
molar mass = 954.245 g mol⁻¹
gap between HOMO and LUMO = 5.699 eV
charge = -1
DFT total energy = -5687.28849 hartree

Last column: Löwdin charge in e.
Positions of all 115 atoms, in Å:
Zr (0.238, -0.343, -0.803)  1.767
C (2.387, 1.918, 0.255)  -0.115
N (1.306, 1.932, -0.761)  -0.353
C (1.894, 2.398, -2.033)  -0.109
C (0.264, 2.900, -0.384)  -0.202
C (-0.368, 2.521, 0.927)  -0.179
N (-0.939, 1.156, 0.866)  -0.185
C (-2.317, 1.315, 0.326)  -0.121
C (-3.242, 0.140, 0.347)  -0.135
C (-4.513, 0.321, 0.867)  0.013
C (-5.495, -0.657, 0.735)  -0.170
C (-5.121, -1.811, 0.063)  0.007
C (-3.852, -2.045, -0.478)  -0.064
C (-2.886, -1.049, -0.293)  -0.223
O (-1.611, -1.173, -0.696)  -0.251
C (-3.690, -3.344, -1.275)  -0.522
C (-3.899, -4.537, -0.330)  -0.038
C (-2.327, -3.503, -1.936)  -0.046
C (-4.744, -3.377, -2.391)  -0.046
C (-6.945, -0.411, 1.158)  -0.554
C (-7.715, 0.153, -0.043)  -0.046
C (-7.636, -1.699, 1.612)  -0.053
C (-7.033, 0.601, 2.306)  -0.063
C (-0.932, 0.577, 2.244)  -0.091
C (-1.062, -0.913, 2.366)  -0.143
C (-2.042, -1.489, 3.157)  0.012
C (-2.106, -2.867, 3.325)  -0.160
C (-1.148, -3.640, 2.671)  0.033
C (-0.144, -3.108, 1.861)  -0.071
C (-0.129, -1.720, 1.726)  -0.264
O (0.789, -1.094, 0.931)  -0.290
C (0.939, -3.986, 1.225)  -0.495
C (0.772, -5.465, 1.590)  -0.065
C (0.897, -3.926, -0.309)  -0.026
C (2.306, -3.538, 1.760)  -0.030
C (-3.200, -3.477, 4.201)  -0.555
C (-4.566, -3.109, 3.621)  -0.053
C (-3.105, -5.000, 4.275)  -0.064
C (-3.094, -2.913, 5.622)  -0.050
H (2.698, 2.950, 0.466)  0.100
H (3.224, 1.324, -0.110)  -0.003
H (2.051, 1.436, 1.174)  0.074
H (2.246, 3.430, -1.906)  0.094
H (1.135, 2.370, -2.814)  0.081
H (2.730, 1.752, -2.296)  0.032
H (-0.471, 2.936, -1.192)  0.114
H (0.716, 3.901, -0.295)  0.130
H (-1.153, 3.245, 1.189)  0.128
H (0.372, 2.552, 1.725)  0.110
H (-2.196, 1.651, -0.709)  0.122
H (-2.804, 2.132, 0.879)  0.120
H (-4.733, 1.266, 1.345)  0.106
H (-5.867, -2.580, -0.083)  0.095
H (-3.174, -4.504, 0.486)  0.080
H (-3.754, -5.471, -0.876)  0.084
H (-4.898, -4.561, 0.109)  0.074
H (-1.524, -3.459, -1.214)  0.050
H (-2.131, -2.730, -2.680)  0.082
H (-2.297, -4.475, -2.437)  0.094
H (-5.762, -3.349, -2.003)  0.070
H (-4.631, -4.291, -2.975)  0.084
H (-4.615, -2.526, -3.062)  0.091
H (-7.733, -0.563, -0.866)  0.085
H (-7.246, 1.067, -0.407)  0.086
H (-8.746, 0.380, 0.237)  0.080
H (-7.673, -2.451, 0.824)  0.075
H (-8.667, -1.475, 1.894)  0.083
H (-7.137, -2.139, 2.473)  0.074
H (-6.718, 1.598, 2.000)  0.073
H (-6.420, 0.297, 3.156)  0.086
H (-8.069, 0.680, 2.644)  0.081
H (-1.722, 1.066, 2.831)  0.137
H (0.031, 0.874, 2.668)  0.128
H (-2.771, -0.841, 3.631)  0.115
H (-1.170, -4.707, 2.795)  0.083
H (-0.192, -5.867, 1.272)  0.079
H (0.886, -5.636, 2.662)  0.086
H (1.551, -6.036, 1.082)  0.093
H (0.068, -4.523, -0.688)  0.078
H (1.820, -4.325, -0.735)  0.063
H (0.792, -2.913, -0.715)  0.041
H (2.333, -3.665, 2.845)  0.095
H (2.537, -2.498, 1.535)  0.052
H (3.092, -4.158, 1.324)  0.078
H (-4.687, -3.514, 2.614)  0.078
H (-4.690, -2.028, 3.547)  0.070
H (-5.368, -3.502, 4.251)  0.085
H (-3.199, -5.457, 3.289)  0.082
H (-3.915, -5.386, 4.898)  0.083
H (-2.162, -5.329, 4.712)  0.088
H (-3.241, -1.832, 5.631)  0.075
H (-2.113, -3.118, 6.053)  0.090
H (-3.856, -3.361, 6.264)  0.080
S (4.866, -0.671, 0.957)  0.498
C (4.548, -1.979, -0.088)  -0.874
C (5.287, -3.219, 0.205)  -0.317
N (5.877, -4.176, 0.447)  0.139
C (3.691, -2.059, -1.150)  -0.726
S (2.717, -0.734, -1.786)  0.625
C (3.604, -3.280, -1.915)  -0.340
N (3.494, -4.235, -2.551)  0.134
Br (-2.803, 2.492, -7.209)  0.723
C (-1.890, 0.984, -6.517)  -0.681
C (-1.570, -0.069, -7.362)  -0.127
C (-0.898, -1.172, -6.857)  -0.059
C (-0.550, -1.227, -5.514)  0.006
C (-0.881, -0.163, -4.690)  -0.113
C (-1.550, 0.950, -5.177)  -0.060
C (-0.503, -0.214, -3.244)  -0.581
O (-0.020, -1.260, -2.755)  -0.157
O (-0.665, 0.811, -2.502)  -0.131
H (-1.844, -0.020, -8.407)  0.098
H (-0.637, -1.989, -7.516)  0.108
H (-0.015, -2.071, -5.101)  0.130
H (-1.792, 1.770, -4.515)  0.113

Record 3
ORCA calculation (ωB97M-V/def2-TZVPD) on a structure of composition C12H24Br2ClCsIMgN4NaO8PS at a distorted geometry.

Calculated values
LUMO = -6.29 eV
2S+1 = 1
molar mass = 917.750 g mol⁻¹
gap between HOMO and LUMO = 1.186 eV
charge = +1
DFT total energy = -8319.99731 hartree

Last column: Löwdin charge in e.
Positions of all 57 atoms, in Å:
O (2.382, -2.048, -0.327)  0.088
C (1.923, -1.154, -0.922)  -0.724
I (0.094, -0.134, -0.286)  0.835
C (2.582, -0.570, -2.208)  -0.104
C (3.004, 0.821, -1.875)  -0.191
C (2.704, 1.994, -2.568)  0.058
C (3.218, 3.118, -1.925)  -0.039
N (3.919, 3.042, -0.813)  -0.236
P (4.492, 4.518, 0.046)  0.423
S (3.157, 5.852, 0.114)  0.298
N (4.278, 1.946, -0.180)  0.133
C (3.800, 0.895, -0.739)  -0.059
H (3.424, -1.193, -2.479)  0.145
H (1.901, -0.586, -3.049)  0.122
H (2.127, 2.013, -3.469)  0.122
H (3.047, 4.094, -2.343)  0.126
H (4.775, 4.050, 1.334)  -0.034
H (5.725, 4.858, -0.527)  -0.001
H (4.050, -0.032, -0.249)  0.138
C (-2.663, 1.721, 2.398)  -0.649
O (-2.652, 1.956, 1.184)  -0.309
N (-1.706, 0.972, 3.023)  0.164
N (-3.651, 2.199, 3.206)  0.163
H (-1.711, 0.778, 4.006)  0.100
H (-0.961, 0.604, 2.465)  0.034
H (-4.368, 2.752, 2.777)  0.111
H (-3.693, 2.027, 4.192)  0.097
O (3.144, 4.877, 3.567)  -0.242
H (2.475, 4.163, 3.645)  -0.081
H (2.930, 5.298, 2.724)  -0.056
Br (-3.136, 1.834, -1.127)  -0.239
C (2.466, -0.912, 3.372)  -0.732
O (3.394, -0.438, 2.563)  -0.347
O (1.430, -1.411, 2.618)  0.077
O (2.398, -0.918, 4.575)  0.084
H (1.876, -1.214, 1.775)  0.023
C (-3.961, -1.729, -1.317)  -0.092
O (-3.239, -2.465, -2.317)  -0.391
C (-2.553, -3.607, -1.802)  -0.209
C (-3.360, -4.846, -2.074)  -0.251
O (-4.590, -4.852, -1.375)  -0.176
C (-5.692, -4.424, -2.149)  -0.143
H (-4.673, -1.079, -1.820)  0.089
H (-4.500, -2.391, -0.638)  0.097
H (-3.265, -1.110, -0.755)  0.038
H (-2.334, -3.496, -0.738)  0.137
H (-1.599, -3.682, -2.334)  0.127
H (-2.804, -5.726, -1.739)  0.140
H (-3.518, -4.934, -3.172)  0.007
H (-6.015, -5.224, -2.824)  0.098
H (-5.451, -3.516, -2.740)  -0.030
H (-6.508, -4.178, -1.473)  0.105
Mg (-4.170, -3.356, -4.438)  0.648
Br (5.493, 0.090, 3.109)  0.631
Na (4.213, 0.892, 5.090)  0.254
Cl (3.372, 2.430, 3.150)  0.090
Cs (-1.020, 1.436, -2.141)  0.533

Record 4
ORCA calculation (ωB97M-V/def2-TZVPD) on an isolated molecule of C4H6Br2O at a distorted geometry.

Calculated values
LUMO = 0.52 eV
2S+1 = 1
molar mass = 229.899 g mol⁻¹
gap between HOMO and LUMO = 10.100 eV
charge = 0
SMILES = C[C@@](Br)(C=O)CBr
DFT total energy = -5379.25538 hartree

Last column: Löwdin charge in e.
Positions of all 13 atoms, in Å:
C (0.321, 1.331, 0.533)  -0.150
C (0.441, -0.027, -0.102)  -0.908
Br (2.282, -0.493, -0.547)  0.720
C (-0.105, -1.283, 1.099)  -0.272
O (-0.453, -0.980, 2.182)  0.072
C (-0.440, -0.251, -1.312)  -0.621
Br (-2.311, -0.441, -0.754)  0.687
H (0.575, 2.119, -0.180)  0.087
H (-0.702, 1.484, 0.873)  0.073
H (0.982, 1.411, 1.389)  0.080
H (0.002, -2.285, 0.666)  0.112
H (-0.189, -1.173, -1.836)  0.050
H (-0.402, 0.588, -2.010)  0.070